1.
C18H18F5RuS as an isolated structure in a non-equilibrium geometry. Source: OMol25; level of theory: the ωB97M-V functional and the def2-TZVPD basis.

For the gap between HOMO and LUMO (alpha / beta), the calculation gives 6.420 / 5.183 eV. The spin multiplicity is 5. Its expectation value of S² is 6.10. As for the total energy: -45926.494 eV. Its LUMO energy (alpha / beta) is -12.975 / -14.351 eV. As for the net charge: +3. Its energy relative to the best compared isomer or geometry (same formula, charge and spin) is 0.0 kJ/mol.

Atoms and positions in Å:
H1 1.41 -2.15 -0.85
C1 4.31 2.22 -3.67
H2 -3.59 0.70 3.21
F1 1.67 4.12 -2.04
H3 -0.46 -2.56 -1.75
C2 -3.80 0.17 2.26
H4 -0.62 -3.67 -0.41
C3 -1.34 1.59 2.83
C4 -1.27 0.45 1.80
H5 1.19 0.84 3.03
H6 -1.29 1.16 3.83
C5 3.92 0.91 -3.33
H7 -4.54 -1.27 0.38
C6 1.14 -0.19 2.68
C7 2.38 3.06 -2.50
C8 0.06 -1.22 0.61
S1 0.20 1.59 -2.04
Ru1 -0.17 0.80 0.04
C9 -2.48 -0.24 1.60
H8 -4.34 0.87 1.61
C10 -0.03 -0.36 1.75
H9 -3.66 -2.02 -0.95
F2 5.42 2.49 -4.43
C11 1.37 -1.86 0.22
H10 -0.49 2.26 2.74
H11 -4.47 -0.67 2.48
C12 -1.18 -1.65 0.08
H12 2.07 -0.39 2.14
H13 -2.27 2.15 2.76
C13 3.56 3.32 -3.17
H14 1.58 -2.77 0.79
H15 -2.04 -3.17 -1.30
C14 -3.65 -1.90 0.15
C15 1.85 1.77 -2.37
C16 -1.08 -2.80 -0.90
C17 -2.41 -1.27 0.64
H16 1.11 -0.88 3.55
H17 2.19 -1.14 0.38
H18 -3.87 -2.86 0.61
F3 4.72 -0.11 -3.66
F4 2.26 -0.58 -2.54
F5 3.96 4.57 -3.51
C18 2.69 0.70 -2.73

Here are the Mulliken charges for atoms 1 to 8, given in e:
1. H 0.4819
2. C 0.4963
3. H 0.4416
4. F -0.1634
5. H 0.3602
6. C -2.0151
7. H 0.4371
8. C -2.1380


2.
C18H18F6N5O10PtSSbSe as an isolated structure in a non-equilibrium geometry. Source: OMol25; level of theory: the ωB97M-V functional and the def2-TZVPD basis.

For the gap between HOMO and LUMO (alpha / beta), the calculation gives 4.440 / 3.429 eV. The spin multiplicity is 6. Its expectation value of S² is 8.84. As for the total energy: -149133.272 eV. Its LUMO energy (alpha / beta) is -6.162 / -9.336 eV. As for the net charge: +1. Its energy relative to the best compared isomer or geometry (same formula, charge and spin) is 177.8 kJ/mol.

Atoms and positions in Å:
N1 -5.56 2.79 2.16
C1 -1.88 -1.73 3.95
S1 3.67 0.01 -1.21
C2 -2.94 -0.86 4.07
H1 3.77 1.12 0.89
C3 2.96 -2.17 -5.38
H2 0.99 -0.78 -5.74
H3 2.94 -0.39 0.97
N2 -1.43 1.25 0.15
O1 -0.60 -5.32 -0.10
Pt1 -0.41 -0.56 0.25
F1 -0.21 1.25 4.06
H4 4.71 -0.41 0.84
C4 -3.32 0.08 3.06
C5 -4.41 1.01 3.07
F2 1.40 1.95 2.12
C6 1.13 -1.83 -2.15
N3 1.86 -1.42 -3.24
O2 -6.37 2.54 3.08
F3 3.56 1.66 3.87
C7 2.26 -2.55 -4.08
Se1 -0.97 -3.83 -0.64
O3 -5.72 3.71 1.32
H5 -5.25 0.86 3.81
H6 -3.50 -0.77 5.03
H7 2.61 0.53 -3.44
O4 4.09 -1.32 -1.62
H8 -0.26 2.40 -1.14
O5 4.07 1.22 -1.85
O6 3.06 -0.77 -5.72
H9 -1.50 -2.36 4.73
C8 -4.41 2.04 2.13
O7 -2.48 -3.41 -1.07
H10 2.99 -3.19 -3.55
F4 1.61 1.21 5.95
H11 0.83 0.44 -3.45
C9 1.82 -0.15 -5.34
C10 1.76 -0.05 -3.82
F5 1.88 -0.40 3.72
C11 -1.20 -1.68 2.73
H12 1.81 0.84 -5.83
H13 4.00 -2.52 -5.26
C12 -2.43 1.17 1.02
N4 0.98 -0.82 -1.23
H14 -3.55 4.36 0.82
N5 -1.57 -0.83 1.79
C13 -3.35 2.27 1.22
H15 2.58 -2.71 -6.31
C14 -1.91 3.53 -0.31
O8 0.55 -2.99 -2.07
O9 -0.33 -2.74 0.51
H16 -1.64 4.50 -0.77
H17 1.36 -3.15 -4.22
O10 1.91 0.29 -1.36
Sb1 1.66 1.51 4.04
H18 -0.35 -2.32 2.58
F6 1.50 3.38 4.46
C15 3.79 0.12 0.50
C16 -2.46 0.11 1.94
C17 -1.15 2.40 -0.53
C18 -2.96 3.47 0.61

Here are the Mulliken charges for atoms 1 to 8, given in e:
1. N 1.0263
2. C -1.0161
3. S 1.2434
4. C -0.2923
5. H 0.3995
6. C -0.5520
7. H 0.3592
8. H 0.0197


3.
C18H18MoN3OS4 as an isolated structure in a non-equilibrium geometry. Source: OMol25; level of theory: the ωB97M-V functional and the def2-TZVPD basis.

For the gap between HOMO and LUMO (alpha / beta), the calculation gives 6.346 / 6.349 eV. As for the total energy: -70667.596 eV. Its LUMO energy (alpha / beta) is -4.622 / -4.614 eV. As for the net charge: +1. Its energy relative to the best compared isomer or geometry (same formula, charge and spin) is 118.8 kJ/mol.

Atoms and positions in Å:
C1 -1.41 -3.55 -1.58
H1 -0.13 -1.98 -2.35
H2 0.35 -2.07 4.17
N1 2.85 2.47 -1.33
H3 -1.51 -4.11 -0.65
H4 -2.87 -2.02 -1.09
H5 -3.93 -2.83 1.81
C2 -2.99 -2.67 2.32
H6 0.14 3.04 -1.16
N2 -0.02 0.18 0.93
C3 -2.68 -2.76 -1.86
S1 0.39 0.37 -1.68
C4 -0.07 -0.28 2.30
C5 0.81 3.88 -1.27
H7 3.24 6.90 -1.72
S2 4.70 4.23 -1.75
H8 -3.24 -4.34 3.63
H9 -0.73 5.34 -1.34
H10 -3.53 -3.43 -1.91
C6 -2.60 -3.52 3.34
Mo1 2.78 0.36 -1.12
H11 -1.12 -3.96 4.82
N3 -0.28 -1.79 -0.29
H12 0.35 1.13 0.87
C7 3.04 4.78 -1.54
H13 -2.61 -2.25 -2.82
C8 -2.17 -1.62 1.94
C9 2.19 3.67 -1.35
H14 0.79 7.25 -1.58
H15 -0.49 -2.28 0.58
H16 -2.49 -0.93 1.17
C10 0.03 -0.52 -0.23
S3 2.99 -1.16 0.37
O1 0.57 0.34 3.09
C11 2.56 6.07 -1.60
H17 -1.23 -4.25 -2.39
S4 5.04 1.14 -1.64
C12 -0.19 -2.63 -1.47
C13 0.33 5.17 -1.37
C14 4.15 2.61 -1.56
C15 -1.40 -3.31 4.01
H18 0.74 -3.22 -1.41
C16 -0.95 -1.42 2.60
C17 -0.58 -2.26 3.65
C18 1.19 6.25 -1.52

Here are the Mulliken charges for atoms 1 to 8, given in e:
1. C -0.4854
2. H 0.5161
3. H 0.4760
4. N -0.4952
5. H 0.3548
6. H 0.1843
7. H 0.4637
8. C -0.5623


4.
A 4-piece molecular cluster, C18H18N2O13P overall in a non-equilibrium geometry. Source: OMol25; level of theory: the ωB97M-V functional and the def2-TZVPD basis.

For the gap between HOMO and LUMO, the calculation gives 6.791 eV. As for the total energy: -57835.948 eV. Its LUMO energy is -4.450 eV. As for the net charge: +1.

Atoms and positions in Å:
O1 -4.31 1.75 2.25
H1 -4.33 7.33 0.25
C1 3.67 0.21 1.87
C2 -2.41 -0.15 -1.28
C3 -4.69 4.09 2.24
O2 5.14 -1.31 0.86
C4 1.28 -0.24 1.65
H2 -5.15 4.05 3.22
H3 3.46 -6.67 0.94
H4 3.13 -5.07 0.47
H5 -0.19 2.10 -4.26
O3 5.83 -4.02 -0.29
H6 3.08 -2.75 0.09
O4 -0.05 1.89 -3.31
O5 0.52 -2.26 0.48
H7 7.53 -5.96 1.38
O6 -5.00 6.43 2.13
O7 4.73 0.97 2.32
C5 -1.25 0.66 -1.68
H8 -0.28 -1.79 0.78
H9 7.05 -6.55 -0.09
H10 -4.05 -0.21 -4.33
H11 5.54 0.50 2.01
C6 -2.17 0.84 -3.96
C7 -4.60 5.40 1.59
O8 -4.50 -1.25 -1.95
H12 -3.90 1.12 1.61
C8 -3.52 4.37 -0.37
H13 3.88 -6.07 -0.65
C9 2.85 -1.84 0.64
C10 2.41 0.58 2.13
N1 6.70 -6.41 0.89
C11 -3.99 5.46 0.23
H14 5.84 -3.15 0.22
H15 -3.07 4.40 -1.35
O9 -3.15 2.04 -0.22
C12 1.59 -1.48 0.90
O10 -3.92 6.70 -0.38
C13 -3.59 3.06 0.30
H16 -4.36 -1.46 -1.00
N2 3.82 -5.86 0.38
H17 2.17 1.47 2.69
C14 3.97 -1.02 1.10
O11 -2.55 -0.58 -0.14
C15 -1.13 1.12 -2.93
C16 -3.43 -0.46 -2.32
P1 5.39 -5.20 0.97
C17 -3.32 0.00 -3.57
O12 -2.05 1.29 -5.09
C18 -4.22 2.99 1.64
H18 -0.50 0.87 -0.92
O13 0.11 0.08 1.86

Here are the Mulliken charges for atoms 1 to 8, given in e:
1. O -0.6070
2. H 0.3491
3. C 0.3709
4. C 1.2209
5. C -0.7934
6. O -0.7478
7. C 0.8445
8. H 0.4336


5.
C18H18N4O3S as an isolated structure in a non-equilibrium geometry. Source: OMol25; level of theory: the ωB97M-V functional and the def2-TZVPD basis.

For the gap between HOMO and LUMO, the calculation gives 7.373 eV. As for the total energy: -41883.585 eV. Its LUMO energy is -0.204 eV. As for the net charge: 0. Its energy relative to the best compared isomer or geometry (same formula, charge and spin) is 1391.9 kJ/mol.

Atoms and positions in Å:
O1 -1.29 -2.03 1.01
H1 6.41 -1.13 -0.14
N1 1.77 1.08 0.16
O2 -0.34 2.26 2.16
C1 3.21 -0.11 -0.69
C2 -1.58 3.63 0.59
O3 -3.05 -0.98 0.17
H2 -2.16 -4.78 0.05
H3 3.73 1.51 1.96
H4 -3.19 0.04 2.84
H5 0.04 -0.95 -2.56
C3 -0.66 -0.26 -2.23
H6 -2.10 -4.45 1.56
C4 -1.05 -2.91 0.20
C5 -1.27 2.25 1.53
C6 -0.12 0.72 -1.67
C7 -2.75 0.79 -2.23
C8 4.51 -0.60 -1.25
C9 5.20 0.09 1.07
H7 1.23 1.79 0.70
H8 -2.45 3.47 0.15
C10 4.01 1.06 1.20
N2 2.15 -0.10 -1.60
H9 -1.15 4.52 1.27
S1 -0.27 3.33 -0.78
H10 -0.01 -3.15 0.24
C11 1.16 0.66 -0.92
C12 -0.97 1.79 -1.22
C13 5.54 -0.52 -0.05
C14 -2.12 -4.04 0.60
C15 -2.25 0.14 1.95
C16 -1.85 -0.14 -2.80
N3 -2.41 1.47 1.43
N4 -2.14 1.70 -1.60
H11 -3.13 1.63 0.88
H12 -3.25 -3.83 0.47
H13 -3.77 0.94 -2.24
C17 -2.28 -1.00 1.00
H14 6.00 0.47 1.83
C18 2.94 0.64 0.36
H15 -1.35 -2.53 -0.82
H16 -2.38 -1.02 -3.49
H17 -1.22 -0.01 2.80
H18 4.69 -1.47 -1.86

Here are the Mulliken charges for atoms 1 to 8, given in e:
1. O -0.3404
2. H 0.3927
3. N 0.2365
4. O -0.4643
5. C 0.3939
6. C -0.8069
7. O -0.4001
8. H 0.6654